(1)
C22H28N6PdS | ωB97M-V/def2-TZVPD

Computed properties:
E_LUMO (spin up / spin down) in eV: -5.406 / -8.767
Spin multiplicity: 5
Kohn-Sham gap (spin up / spin down) in eV: 8.15 / 5.69
Net charge: +2

```
58
Properties=species:S:1:pos:R:3:mulliken_spin:R:1
Pd -0.4474 0.1147 0.5734 1.466
C -0.2015 1.8598 3.1321 -0.016
C 1.1774 1.2805 2.7759 0.010
N 1.3769 1.2922 1.3199 0.212
C 1.5031 2.6444 0.7416 0.013
C 0.8537 2.7442 -0.6338 -0.015
N -0.4222 2.0141 -0.7078 0.145
C -1.6296 2.6945 -0.1924 0.012
C -1.5974 2.8968 1.3144 -0.036
N -1.2040 1.6635 2.0494 0.155
H -0.5605 1.3844 4.0438 0.003
H -0.1318 2.9246 3.3544 0.000
H 1.9575 1.8434 3.2960 0.004
H 1.2584 0.2429 3.0976 0.008
H 2.1913 0.7433 1.0472 -0.036
H 1.0584 3.3551 1.4326 0.000
H 2.5586 2.9115 0.6611 0.002
H 0.7251 3.7961 -0.9054 0.001
H 1.5139 2.2904 -1.3727 0.010
H -0.6005 1.7843 -1.6794 -0.008
H -1.7803 3.6660 -0.6729 0.004
H -2.4782 2.0616 -0.4602 0.013
H -0.9081 3.6939 1.5811 0.000
H -2.5855 3.2283 1.6357 0.001
H -2.0345 1.2251 2.4315 -0.004
C -1.5292 -2.6596 4.0414 0.012
C -2.3274 -3.5971 3.4048 -0.005
C -2.4981 -3.5191 2.0344 0.013
C -1.8792 -2.5036 1.3178 0.074
N -1.1069 -1.5959 1.9454 0.126
C -0.9381 -1.6823 3.2684 -0.006
C -2.0423 -2.3362 -0.1523 -0.100
C -2.8423 -3.1760 -0.9179 -0.008
C -2.9736 -2.9735 -2.2880 0.082
C -2.3100 -1.9295 -2.9253 -0.002
C -1.4916 -1.0932 -2.1835 -0.004
C -1.4289 -1.2553 -0.8031 0.640
H -1.3635 -2.6844 5.1087 0.001
H -2.8130 -4.3818 3.9689 0.000
H -3.1132 -4.2487 1.5307 0.002
H -0.2904 -0.9454 3.7240 0.004
H -3.3698 -4.0039 -0.4647 0.006
H -3.5839 -3.6535 -2.8669 0.002
H -2.4134 -1.7877 -3.9928 0.000
H -0.9188 -0.3224 -2.6859 0.017
C 2.9893 -0.8227 -4.9383 -0.003
C 3.0981 -0.4908 -3.4874 -0.008
C 4.0641 0.3859 -2.9900 0.025
C 4.0559 0.6792 -1.6436 0.001
N 3.1631 0.1256 -0.8016 0.033
C 2.3413 -0.7267 -1.3838 -0.045
S 1.2790 -1.5994 -0.2544 1.169
N 2.2171 -1.0624 -2.6460 0.033
H 3.9625 -0.7863 -5.4238 0.000
H 2.3464 -0.0908 -5.4331 -0.001
H 2.5464 -1.8068 -5.0686 -0.001
H 4.8043 0.8229 -3.6452 0.001
H 4.7732 1.3657 -1.2111 -0.001
```

***

(2)
C22H28N7PbS5 | ωB97M-V/def2-TZVPD

Computed properties:
E_LUMO (spin up / spin down) in eV: -10.233 / -11.582
Spin multiplicity: 1
Kohn-Sham gap (spin up / spin down) in eV: 5.89 / 4.15
Net charge: +3

```
63
Properties=species:S:1:pos:R:3:mulliken_charge:R:1
Pb 0.0218 -0.1136 0.1972 0.782
C 2.4955 -0.8331 4.4706 -0.752
C 1.0687 -0.3214 4.6321 -0.862
S 0.3741 0.6049 3.2456 0.168
C 1.4713 2.0187 3.0467 -0.999
C 2.8123 1.8550 2.3171 -0.687
S 2.7549 1.0111 0.7161 0.029
C 3.8978 -0.4110 0.8146 -0.621
C 4.1753 -1.0305 2.1739 -0.951
S 2.7630 -1.8283 2.9767 -0.032
H 2.7350 -1.4514 5.3374 0.509
H 3.2113 -0.0134 4.4771 0.358
H 0.9861 0.2896 5.5321 0.496
H 0.3755 -1.1554 4.7595 0.427
H 1.6719 2.4368 4.0353 0.545
H 0.8628 2.7719 2.5416 0.382
H 3.5453 1.3549 2.9404 0.255
H 3.2093 2.8524 2.1208 0.543
H 4.8345 -0.0947 0.3544 0.508
H 3.4504 -1.1551 0.1524 0.306
H 4.6224 -0.3249 2.8724 0.584
H 4.9382 -1.7951 2.0164 0.471
C -0.3564 5.3017 -1.9715 -1.310
C -0.0569 3.9858 -2.5791 0.918
N 0.2155 3.7586 -3.8218 -0.704
N 0.4197 2.4127 -3.9053 0.252
C 0.2841 1.7882 -2.7445 0.271
S 0.4262 0.1068 -2.4776 -0.466
N -0.0228 2.7877 -1.8725 0.434
N -0.2396 2.5920 -0.5061 -0.748
H -0.3803 6.0444 -2.7649 0.365
H 0.4135 5.5891 -1.2542 0.333
H -1.3254 5.2952 -1.4716 0.343
H 0.6449 1.9947 -4.7978 0.187
H -1.1945 2.8751 -0.2827 0.331
H 0.4059 3.1931 0.0019 0.274
N -7.5874 0.0039 0.3250 -0.363
C -6.4421 0.0041 0.3077 -0.245
C -5.0051 -0.0049 0.2839 0.346
C -4.3336 0.5887 -0.7820 -0.714
C -2.9437 0.5769 -0.8192 -0.269
C -2.2821 -0.0343 0.2291 0.672
C -2.9149 -0.6297 1.3036 -0.467
C -4.3043 -0.6119 1.3234 -0.696
H -4.9022 1.0473 -1.5805 0.502
H -2.4231 1.0017 -1.6671 0.384
H -2.3710 -1.0776 2.1235 0.430
H -4.8505 -1.0569 2.1443 0.491
N -0.9277 -7.5669 -1.7238 -0.251
C -0.3240 -7.0297 -0.6994 0.683
S 0.3723 -8.0148 0.5038 0.097
C -0.2256 -5.5415 -0.5537 1.632
C -0.6460 -4.6821 -1.5649 -0.929
C -0.5281 -3.3160 -1.3603 -0.701
N -0.0253 -2.7910 -0.2416 0.112
C 0.3788 -3.6135 0.7249 -0.650
C 0.2963 -4.9948 0.6098 -0.716
H -1.0031 -8.5693 -1.8544 0.243
H -1.3694 -6.9991 -2.4340 0.173
H -1.0533 -5.0089 -2.5109 0.324
H -0.8567 -2.6232 -2.1248 0.398
H 0.7939 -3.1595 1.6144 0.262
H 0.6361 -5.5987 1.4408 0.310
```

***

(3)
C22H29AsKN6S3 | ωB97M-V/def2-TZVPD

Computed properties:
E_LUMO in eV: -2.359
Spin multiplicity: 1
Kohn-Sham gap in eV: 7.98
Net charge: +1

```
62
Properties=species:S:1:pos:R:3:mulliken_charge:R:1
K 0.0714 -0.2778 0.0820 0.879
N 3.8908 -0.6297 -1.1440 -0.401
C 3.7806 -0.5495 0.2051 0.461
N 2.6482 -0.4925 0.8464 0.001
C 2.8616 -0.4189 2.2137 -0.109
C 4.1640 -0.4244 2.5911 -0.455
S 5.1922 -0.5290 1.2151 -0.203
C 1.7390 -0.3157 3.1586 -0.241
C 1.8806 -0.2485 4.5067 -0.374
S 0.3436 -0.1075 5.2677 -0.190
C -0.4004 -0.1506 3.7045 0.363
N 0.4328 -0.2568 2.7105 0.085
N -1.7522 -0.0342 3.5435 -0.356
H 3.0773 -0.4835 -1.7121 0.149
H 4.7889 -0.5910 -1.5883 0.207
H 4.5806 -0.3764 3.5818 0.368
H 2.7806 -0.2754 5.0956 0.388
H -2.3340 -0.2322 4.3401 0.265
H -2.1159 -0.3556 2.6580 0.030
S 0.9841 6.9230 0.0933 -0.146
C 0.8453 5.1793 -0.1561 0.507
C 1.4852 4.3247 0.7346 -0.779
C 1.3318 2.9573 0.5800 -0.207
N 0.6219 2.4054 -0.4067 0.017
C 0.0193 3.2383 -1.2606 -0.728
C 0.0872 4.6150 -1.1774 -0.377
C 1.0901 7.4652 -1.6056 -0.048
C 0.0305 8.1262 -2.2034 -0.039
C 0.1772 8.5306 -3.5262 -0.334
N 1.2736 8.3121 -4.2409 -0.556
C 2.2871 7.6862 -3.6483 -0.353
C 2.2515 7.2479 -2.3330 -0.051
H 2.0968 4.7184 1.5349 0.421
H 1.8306 2.2730 1.2587 0.242
H -0.5554 2.7757 -2.0565 0.370
H -0.4303 5.2318 -1.8990 0.501
H -0.8810 8.3261 -1.6572 0.409
H -0.6293 9.0504 -4.0304 0.366
H 3.1745 7.5329 -4.2515 0.365
H 3.1047 6.7546 -1.8881 0.402
C -5.3326 -1.9172 0.2360 -1.208
C -5.0967 -0.4163 0.3743 -0.605
As -3.2611 0.1240 -0.0799 0.190
C -3.3604 0.1722 -2.0492 -0.528
C -2.9423 -1.1419 -2.7024 -1.030
C -3.3951 2.0480 0.3249 -0.185
C -4.4306 2.8378 -0.4669 -1.258
H -6.3299 -2.1866 0.5842 0.374
H -4.6090 -2.4896 0.8187 0.293
H -5.2541 -2.2367 -0.8035 0.281
H -5.2628 -0.0932 1.4047 0.424
H -5.7893 0.1436 -0.2557 0.367
H -2.7072 0.9866 -2.3751 0.278
H -4.3755 0.4442 -2.3424 0.436
H -1.9220 -1.4206 -2.4256 0.174
H -2.9792 -1.0695 -3.7896 0.394
H -3.5940 -1.9629 -2.4042 0.222
H -2.3947 2.4668 0.1886 0.075
H -3.6060 2.1085 1.3956 0.472
H -4.2763 2.7409 -1.5420 0.263
H -4.3733 3.8993 -0.2219 0.411
H -5.4441 2.5062 -0.2411 0.310
```

***

(4)
C22H29AuN3P2 | ωB97M-V/def2-TZVPD

Computed properties:
E_LUMO (spin up / spin down) in eV: -2.283 / -4.599
Spin multiplicity: 3
Kohn-Sham gap (spin up / spin down) in eV: 6.47 / 5.04
Net charge: +1

```
57
Properties=species:S:1:pos:R:3:mulliken_spin:R:1
C -1.6873 2.9364 -3.5877 -0.004
C -1.3134 1.7732 -2.8916 -0.041
C 0.0693 1.4945 -2.6966 0.102
C 1.0395 2.3668 -3.2609 0.029
C 0.6335 3.4942 -3.9839 -0.006
C -0.7286 3.7957 -4.1390 0.014
C 2.4904 2.0327 -2.9879 -0.012
C 2.7028 0.5365 -3.0435 0.057
C 1.6676 -0.2546 -2.4913 0.023
C 1.8021 -1.6698 -2.4583 0.019
C 2.9943 -2.2531 -2.9175 -0.011
C 4.0258 -1.4670 -3.4513 0.009
C 3.8668 -0.0748 -3.5266 -0.007
H -2.7548 3.1479 -3.7240 0.001
H 1.3957 4.1548 -4.4142 0.000
H -1.0398 4.6877 -4.6922 0.001
H 3.1638 2.5661 -3.6795 0.000
H 3.0996 -3.3443 -2.8859 0.002
H 4.9437 -1.9390 -3.8163 0.001
H 4.6656 0.5486 -3.9458 0.000
N 0.4968 0.3474 -1.9993 0.173
Au 0.0000 0.0000 0.0000 0.568
C -2.3567 0.8253 -2.3599 0.015
H -2.1685 -0.2048 -2.7198 -0.006
H -3.3713 1.1343 -2.6672 0.004
C 0.6404 -2.5146 -2.0020 -0.003
H -0.2570 -2.2758 -2.6055 -0.001
H 0.8606 -3.5915 -2.1115 0.010
P -2.2125 0.7302 -0.5081 0.147
P 0.1092 -2.1814 -0.2514 0.221
C 1.3192 -3.0904 0.7938 0.034
H 1.0111 -3.0226 1.8501 -0.010
H 1.3865 -4.1500 0.4910 0.007
H 2.2988 -2.5996 0.6800 -0.012
C -1.4240 -3.1961 -0.0788 0.027
H -1.1973 -4.2722 -0.1815 0.012
H -1.8779 -3.0074 0.9078 0.002
H -2.1401 -2.9006 -0.8624 -0.003
C -2.6398 2.4521 0.0167 0.012
H -3.5301 2.8304 -0.5164 0.005
H -2.8267 2.4650 1.1034 0.001
H -1.7810 3.1072 -0.2059 -0.009
C -3.7049 -0.2176 0.0310 0.015
H -3.6531 -0.3790 1.1208 0.001
H -4.6337 0.3254 -0.2173 0.003
H -3.7158 -1.2012 -0.4649 -0.002
H 2.7420 2.3789 -1.9597 0.005
H 1.5891 -0.3238 0.1993 0.479
N -0.6060 -0.8374 2.8169 -0.001
C -1.0663 -0.3540 3.9828 -0.006
C -1.3694 0.9715 3.8115 0.011
C -1.0762 1.2318 2.4923 -0.014
N -0.6409 0.1083 1.8899 0.137
H -0.3155 -1.8115 2.6829 0.006
H -1.1536 -0.9246 4.8979 0.000
H -1.7222 1.6688 4.5593 0.001
H -1.0910 2.2023 2.0458 -0.004
```

***

(5)
C22H29Br3N4O4S6Sn | ωB97M-V/def2-TZVPD

Computed properties:
E_LUMO in eV: 3.680
Spin multiplicity: 1
Kohn-Sham gap in eV: 4.72
Net charge: -2

```
69
Properties=species:S:1:pos:R:3:mulliken_charge:R:1
Sn 0.0633 1.6198 -1.3326 1.102
Br 2.0406 -1.5117 -4.4468 -0.126
C 0.7017 -0.1704 -4.7590 0.335
Br -1.0740 -0.9140 -4.9345 -0.127
H 0.9371 0.3308 -5.6877 0.390
H 0.6987 0.5158 -3.9208 -0.605
S -2.7133 3.7307 0.3133 -0.462
S -1.6446 3.5587 2.0415 -0.172
S -0.6844 1.7525 2.0007 -0.132
S 1.0985 1.9750 0.9376 -0.399
C -4.1707 -2.6991 -2.2810 -0.905
C -4.5911 -1.2400 -2.2158 -0.699
S -3.1871 -0.1749 -1.7334 0.558
O -3.5376 1.1890 -2.1862 -0.621
C -3.4310 -0.2632 0.0656 0.116
C -4.5149 0.6715 0.5633 -1.136
H -5.0095 -3.3384 -2.5631 0.405
H -3.8003 -3.0506 -1.3152 0.214
H -3.3728 -2.8402 -3.0125 0.188
H -5.4203 -1.0787 -1.5246 0.291
H -4.8779 -0.8530 -3.1939 0.385
H -2.4665 0.0194 0.4923 -0.164
H -3.6174 -1.3176 0.2922 0.371
H -4.3780 1.6626 0.1295 0.169
H -4.4275 0.7865 1.6448 0.341
H -5.5179 0.3049 0.3299 0.318
C 4.4309 -4.4218 3.7213 -1.100
C 4.0600 -2.9551 3.5507 -0.772
N 2.9268 -2.7605 2.6571 0.254
C 1.6637 -2.3162 3.2342 -0.571
C 0.9373 -3.4171 3.9930 -1.116
C 3.1656 -2.8583 1.3201 0.081
O 4.2847 -3.0640 0.8739 -0.670
C 1.9704 -2.7332 0.4225 -0.650
C 1.1283 -3.8160 0.2020 -0.013
C 0.0425 -3.6599 -0.6448 -1.057
C -0.1841 -2.4077 -1.1976 -0.502
N 0.6061 -1.3660 -0.9687 0.502
C 1.6824 -1.5307 -0.2108 0.268
H 5.2745 -4.5235 4.4070 0.384
H 4.7181 -4.8444 2.7593 0.297
H 3.5922 -4.9948 4.1197 0.267
H 4.9127 -2.4056 3.1488 0.392
H 3.7948 -2.5109 4.5118 0.426
H 1.0320 -1.9225 2.4427 0.346
H 1.8758 -1.4753 3.9007 0.407
H 0.7415 -4.2686 3.3389 0.248
H -0.0165 -3.0458 4.3702 0.402
H 1.5231 -3.7696 4.8446 0.296
H 1.3329 -4.7694 0.6762 0.561
H -0.6275 -4.4817 -0.8606 0.411
H -1.0415 -2.2185 -1.8334 0.481
H 2.3020 -0.6530 -0.0579 0.445
Br -1.6524 8.8500 0.5915 -0.264
C -0.5199 7.3896 0.1310 0.196
C 0.5958 7.1326 0.9102 -0.236
N 1.4290 6.1376 0.6457 -0.592
C 1.1467 5.3530 -0.3940 -0.269
C 0.0583 5.5492 -1.2340 0.459
C -0.7988 6.6057 -0.9666 -0.523
C -0.1697 4.6984 -2.4663 0.108
O -0.6513 5.2253 -3.4578 -0.688
O 0.2043 3.4668 -2.3804 -0.443
H 0.8182 7.7552 1.7705 0.342
H 1.8272 4.5308 -0.5770 0.601
H -1.6512 6.7826 -1.6062 0.487
S 4.7340 2.0897 -2.8690 -0.500
C 3.2376 1.6542 -2.4131 0.260
N 2.1606 1.3039 -2.1087 -0.588
```

***

(6)
C22H29BrN4O7S | ωB97M-V/def2-TZVPD

Computed properties:
E_LUMO in eV: -8.427
Spin multiplicity: 1
Kohn-Sham gap in eV: 4.81
Net charge: +2

```
64
Properties=species:S:1:pos:R:3:mulliken_charge:R:1
Br 10.7304 1.2674 -0.3319 0.210
N 8.9034 0.7835 -0.5961 -0.130
C 8.2098 0.9631 -1.9377 -0.048
C 6.6021 0.6009 -2.2063 -0.387
C 5.7619 0.0091 -0.9287 0.348
C 4.1702 -0.3837 -0.8998 0.332
C 3.0283 0.5839 -1.5728 -0.559
C 1.4343 0.1122 -1.4404 0.040
N 1.0040 -1.1727 -0.7036 0.422
C -0.4826 -1.4456 -0.6254 -0.398
C -1.1134 -1.3790 0.8951 -0.680
C -0.3997 -0.2750 1.8807 -0.530
C -0.5926 1.2879 1.4169 -0.519
S -2.2361 1.6740 0.6052 -0.091
C -2.0318 2.4785 -1.0745 0.298
N -1.4861 3.8281 -1.5017 -0.224
N -1.6779 3.7549 -2.9004 -0.282
C -2.2907 2.4623 -3.4199 0.005
O -2.4832 1.6535 -2.2062 -0.179
C 2.0634 -2.1084 -0.0894 -0.067
C 3.6991 -1.7676 -0.1424 -0.600
C 6.5872 -0.1992 0.5108 -0.479
C 8.1851 0.2111 0.6059 -0.089
H 8.8398 1.4077 -2.8180 0.381
H 6.0730 0.7686 -3.2448 0.350
H 3.3180 1.5794 -2.1273 0.373
H 0.6407 0.8471 -1.9366 0.288
H -1.0268 -0.6238 -1.2967 0.023
H -0.7052 -2.4935 -1.0962 0.419
H -2.2926 -1.2003 0.8996 0.378
H -0.9728 -2.4400 1.4224 0.336
H 0.7610 -0.4518 1.9990 0.187
H -0.8796 -0.3652 2.9684 0.363
H 0.3010 1.5891 0.6944 0.242
H -0.5009 2.0119 2.3594 0.417
H -2.5730 2.1097 -4.4998 0.332
H 1.7698 -3.1234 0.4616 0.375
H 4.5114 -2.4791 0.3479 0.380
H 5.9989 -0.6410 1.4454 0.344
H 8.6950 0.0507 1.6653 0.393
C -2.4907 2.6393 7.0892 -0.593
O -3.2512 3.6141 6.3782 -0.314
C -3.3697 3.3690 5.0488 0.771
O -2.8930 2.4178 4.4497 -0.544
O -4.1104 4.3656 4.5016 -0.306
C -4.3186 4.2382 3.0964 -0.531
H -2.4612 2.9353 8.1415 0.228
H -2.9651 1.6550 7.0216 0.279
H -1.4632 2.6020 6.7132 0.269
H -4.8661 3.3178 2.8691 0.266
H -3.3643 4.2648 2.5607 0.222
H -4.9223 5.0879 2.7658 0.268
C -2.2238 -2.6325 -3.9149 -0.571
O -2.7514 -3.6220 -3.0334 -0.258
C -3.9265 -4.1641 -3.4418 0.714
O -4.5328 -3.8765 -4.4619 -0.523
O -4.3100 -5.0814 -2.5184 -0.301
C -5.5402 -5.7377 -2.8191 -0.613
H -1.2844 -2.2680 -3.4903 0.071
H -2.0124 -3.0648 -4.8983 0.361
H -2.9132 -1.7866 -4.0025 0.320
H -5.4612 -6.2941 -3.7586 0.295
H -6.3621 -5.0160 -2.8629 0.293
H -5.7492 -6.4486 -2.0150 0.223
```